ORCA calculation (wB97M-V/def2-TZVPD) on C20H18N2O4S in the gas phase in a non-equilibrium geometry.

The energy above the lowest of the compared OMol25 structures with the same formula, charge and spin comes out at 149.21 kJ/mol. For the energy, the calculation gives -1581.60577 hartree. For the LUMO energy, the calculation gives 0.00515 Ha.

Bonds (Å) are listed after each position.
CARTESIAN COORDINATES (ANGSTROEM)
1 C 3.366 3.610 4.702  C2 1.486, H43 1.089, H44 1.089, H45 1.086
2 C 3.089 2.520 3.731  C1 1.486, C3 1.362, O6 1.352
3 C 3.745 1.358 3.458  C2 1.362, C4 1.418, H42 1.070
4 C 3.016 0.717 2.425  C3 1.418, C5 1.362, H41 1.071
5 C 1.963 1.534 2.143  C4 1.362, O6 1.353, C7 1.499
6 O 2.002 2.630 2.934  C2 1.352, C5 1.353
7 C 0.853 1.441 1.139  C5 1.499, C8 1.512, C13 1.536, H40 1.095
8 C 0.697 0.015 0.661  C7 1.512, C9 1.348, C38 1.400
9 C 1.456 -0.397 -0.375  C8 1.348, N10 1.374, S17 1.773
10 N 2.349 0.454 -0.982  C9 1.374, C11 1.376, H16 1.012
11 C 2.310 1.825 -0.873  N10 1.376, O12 1.205, C13 1.508
12 O 3.144 2.509 -1.411  C11 1.205
13 C 1.130 2.330 -0.082  C7 1.536, C11 1.508, H14 1.090, H15 1.095
14 H 1.311 3.362 0.216  C13 1.090
15 H 0.267 2.300 -0.755  C13 1.095
16 H 3.076 0.063 -1.566  N10 1.012
17 S 1.396 -2.054 -1.001  C9 1.773, C18 1.836
18 C 1.040 -1.675 -2.762  S17 1.836, C19 1.514, H36 1.089, H37 1.087
19 C -0.253 -0.889 -2.805  C18 1.514, O20 1.206, O21 1.320
20 O -0.356 0.238 -2.390  C19 1.206
21 O -1.225 -1.613 -3.330  C19 1.320, C22 1.438
22 C -2.555 -1.066 -3.340  O21 1.438, C23 1.505, H34 1.096, H35 1.092
23 C -3.365 -1.684 -2.232  C22 1.505, C24 1.389, C28 1.388
24 C -3.029 -1.421 -0.910  C23 1.389, C25 1.383, H33 1.080
25 C -3.728 -2.018 0.123  C24 1.383, C26 1.385, H32 1.079
26 C -4.781 -2.871 -0.160  C25 1.385, C27 1.385, H31 1.080
27 C -5.128 -3.129 -1.475  C26 1.385, C28 1.384, H30 1.080
28 C -4.417 -2.546 -2.509  C23 1.388, C27 1.384, H29 1.081
29 H -4.681 -2.758 -3.535  C28 1.081
30 H -5.949 -3.795 -1.699  C27 1.080
31 H -5.331 -3.337 0.645  C26 1.080
32 H -3.438 -1.819 1.143  C25 1.079
33 H -2.213 -0.751 -0.685  C24 1.080
34 H -2.485 0.020 -3.220  C22 1.096
35 H -2.970 -1.311 -4.320  C22 1.092
36 H 1.862 -1.101 -3.188  C18 1.089
37 H 0.934 -2.635 -3.261  C18 1.087
38 C -0.219 -0.816 1.316  C8 1.400, N39 1.149
39 N -0.992 -1.454 1.878  C38 1.149
40 H -0.073 1.777 1.619  C7 1.095
41 H 3.244 -0.225 1.970  C4 1.071
42 H 4.637 0.998 3.929  C3 1.070
43 H 3.536 4.551 4.179  C1 1.089
44 H 2.518 3.746 5.372  C1 1.089
45 H 4.247 3.363 5.285  C1 1.086



ORCA calculation (wB97M-V/def2-TZVPD) on 17 unconnected molecules or ions with the total composition C39H108ClFN3O21P3S in a non-equilibrium geometry.

For the energy, the calculation gives -5276.94378 hartree. For the LUMO energy, the calculation gives 0.01212 Ha.

Bonds (Å) are listed after each position.
CARTESIAN COORDINATES (ANGSTROEM)
1 C -0.372 -3.500 2.640  C2 1.554, H38 1.086, H39 1.086, H40 1.084
2 C 0.844 -4.349 2.174  C1 1.554, P3 1.823, H41 1.086, H42 1.085
3 P 1.548 -4.018 0.526  C2 1.823, C4 1.837, N6 1.729
4 C 2.468 -2.428 0.515  P3 1.837, C5 1.546, H43 1.090, H44 1.082
5 C 3.869 -2.684 1.116  C4 1.546, H45 1.088, H46 1.087, H47 1.084
6 N 0.346 -4.210 -0.703  P3 1.729, N7 1.460, C10 1.458
7 N -1.020 -3.820 -0.364  N6 1.460, C8 1.228
8 C -1.792 -4.659 0.093  N7 1.228, S9 1.558
9 S -2.746 -5.760 0.643  C8 1.558
10 C 0.674 -4.013 -2.109  N6 1.458, C11 1.548, P14 1.877, C16 1.567
11 C 2.057 -4.653 -2.379  C10 1.548, C12 1.523, H48 1.088, H49 1.080
12 C 2.324 -5.111 -3.808  C11 1.523, F13 1.383, H50 1.086, H51 1.083
13 F 2.021 -6.450 -3.975  C12 1.383
14 P -0.588 -5.029 -3.057  C10 1.877, O15 1.485, H52 1.410, H53 1.408
15 O -1.969 -4.492 -2.963  P14 1.485
16 C 0.526 -2.534 -2.604  C10 1.567, Cl17 1.839, O18 1.352, H54 1.088
17 Cl 1.992 -1.929 -3.535  C16 1.839
18 O 0.290 -1.732 -1.541  C16 1.352, C19 1.428
19 C -0.171 -0.396 -1.745  O18 1.428, C20 1.551, C25 1.526, P35 1.910
20 C -1.060 -0.139 -0.501  C19 1.551, C21 1.539, H55 1.081, H56 1.083
21 C -0.299 0.185 0.797  C20 1.539, O22 1.443, H57 1.082, H58 1.091
22 O -0.290 1.576 1.179  C21 1.443, C23 1.345
23 C -1.485 2.001 1.629  O22 1.345, O24 1.218, H59 1.102
24 O -1.715 2.270 2.794  C23 1.218
25 C -1.014 -0.134 -2.989  C19 1.526, C26 1.553, H60 1.086, H61 1.088
26 C -2.329 -0.956 -3.068  C25 1.553, C27 1.544, H62 1.088, H63 1.087
27 C -3.605 -0.236 -2.578  C26 1.544, C28 1.536, C29 1.546, H64 1.091
28 C -4.550 0.091 -3.743  C27 1.536, H65 1.089, H66 1.087, H67 1.084
29 C -4.328 -1.146 -1.558  C27 1.546, C30 1.542, H68 1.088, H69 1.090
30 C -5.165 -2.276 -2.192  C29 1.542, C31 1.502, H70 1.086, H71 1.087
31 C -5.031 -3.581 -1.460  C30 1.502, C32 1.334, H72 1.085
32 C -5.890 -4.062 -0.559  C31 1.334, C33 1.508, C34 1.498
33 C -7.062 -3.287 -0.012  C32 1.508, H73 1.088, H74 1.088, H75 1.081
34 C -5.745 -5.459 -0.038  C32 1.498, H76 1.089, H77 1.084, H78 1.092
35 P 1.129 1.003 -1.714  C19 1.910, N36 1.717, O37 1.652
36 N 2.608 0.323 -1.167  P35 1.717, H79 1.013, H80 1.012
37 O 1.408 1.295 -3.316  P35 1.652, H81 0.959
38 H -1.278 -4.082 2.500  C1 1.086
39 H -0.312 -3.305 3.707  C1 1.086
40 H -0.471 -2.590 2.059  C1 1.084
41 H 1.651 -4.202 2.886  C2 1.086
42 H 0.606 -5.407 2.187  C2 1.085
43 H 1.980 -1.650 1.102  C4 1.090
44 H 2.572 -2.093 -0.509  C4 1.082
45 H 3.902 -3.658 1.599  C5 1.088
46 H 4.587 -2.713 0.300  C5 1.087
47 H 4.183 -1.877 1.768  C5 1.084
48 H 2.099 -5.564 -1.784  C11 1.088
49 H 2.882 -4.054 -2.023  C11 1.080
50 H 1.805 -4.476 -4.520  C12 1.086
51 H 3.377 -4.986 -4.027  C12 1.083
52 H -0.239 -5.006 -4.423  P14 1.410
53 H -0.536 -6.331 -2.522  P14 1.408
54 H -0.259 -2.546 -3.356  C16 1.088
55 H -1.663 0.722 -0.751  C20 1.081
56 H -1.643 -1.032 -0.309  C20 1.083
57 H 0.713 -0.201 0.807  C21 1.082
58 H -0.807 -0.344 1.605  C21 1.091
59 H -2.267 2.124 0.862  C23 1.102
60 H -0.462 -0.279 -3.913  C25 1.086
61 H -1.285 0.921 -2.969  C25 1.088
62 H -2.214 -1.882 -2.510  C26 1.088
63 H -2.486 -1.236 -4.106  C26 1.087
64 H -3.404 0.713 -2.079  C27 1.091
65 H -5.567 0.219 -3.375  C28 1.089
66 H -4.281 1.026 -4.227  C28 1.087
67 H -4.551 -0.741 -4.437  C28 1.084
68 H -3.597 -1.621 -0.909  C29 1.088
69 H -4.964 -0.547 -0.906  C29 1.090
70 H -4.919 -2.460 -3.234  C30 1.086
71 H -6.212 -1.991 -2.135  C30 1.087
72 H -4.167 -4.183 -1.722  C31 1.085
73 H -6.733 -2.685 0.832  C33 1.088
74 H -7.786 -4.007 0.362  C33 1.088
75 H -7.562 -2.707 -0.775  C33 1.081
76 H -5.708 -5.480 1.050  C34 1.089
77 H -4.867 -5.949 -0.443  C34 1.084
78 H -6.620 -6.026 -0.360  C34 1.092
79 H 3.358 0.888 -1.546  N36 1.013
80 H 2.639 0.419 -0.160  N36 1.012
81 H 1.587 2.235 -3.387  O37 0.959
82 C 5.499 -6.095 -6.446  O83 1.428, H84 1.087, H85 1.093, H86 1.092
83 O 4.805 -4.955 -5.939  C82 1.428, H87 0.961
84 H 5.999 -6.587 -5.615  C82 1.087
85 H 4.796 -6.794 -6.904  C82 1.093
86 H 6.243 -5.791 -7.185  C82 1.092
87 H 4.367 -4.529 -6.681  O83 0.961
88 C 7.138 -0.608 2.891  O89 1.425, H90 1.087, H91 1.093, H92 1.093
89 O 5.738 -0.376 3.019  C88 1.425, H93 0.960
90 H 7.292 -1.681 2.816  C88 1.087
91 H 7.531 -0.128 1.992  C88 1.093
92 H 7.675 -0.232 3.766  C88 1.093
93 H 5.607 0.573 3.084  O89 0.960
94 C -2.017 5.194 4.719  O95 1.430, H96 1.089, H97 1.094, H98 1.090
95 O -1.485 4.228 5.629  C94 1.430, H99 0.962
96 H -2.204 6.119 5.263  C94 1.089
97 H -1.297 5.388 3.918  C94 1.094
98 H -2.954 4.831 4.296  C94 1.090
99 H -1.331 3.425 5.122  O95 0.962
100 C 7.931 -3.695 -8.229  O101 1.428, H102 1.087, H103 1.092, H104 1.092
101 O 7.855 -4.726 -9.215  C100 1.428, H105 0.960
102 H 6.977 -3.658 -7.709  C100 1.087
103 H 8.724 -3.917 -7.510  C100 1.092
104 H 8.119 -2.727 -8.699  C100 1.092
105 H 8.699 -4.752 -9.671  O101 0.960
106 C -2.725 -2.494 3.995  O107 1.426, H108 1.087, H109 1.093, H110 1.093
107 O -2.730 -1.808 2.745  C106 1.426, H111 0.961
108 H -2.746 -3.561 3.786  C106 1.087
109 H -1.821 -2.259 4.563  C106 1.093
110 H -3.603 -2.228 4.587  C106 1.093
111 H -2.714 -0.866 2.938  O107 0.961
112 C -3.209 6.103 8.196  O113 1.421, H114 1.088, H115 1.094, H116 1.092
113 O -1.789 6.142 8.151  C112 1.421, H117 0.964
114 H -3.529 6.505 9.156  C112 1.088
115 H -3.640 6.707 7.392  C112 1.094
116 H -3.546 5.068 8.106  C112 1.092
117 H -1.529 5.776 7.298  O113 0.964
118 C -5.777 5.513 2.966  O119 1.424, H120 1.087, H121 1.094, H122 1.093
119 O -5.255 4.543 3.869  C118 1.424, H123 0.961
120 H -5.959 6.426 3.528  C118 1.087
121 H -5.063 5.724 2.165  C118 1.094
122 H -6.718 5.171 2.529  C118 1.093
123 H -5.096 3.739 3.368  O119 0.961
124 C 4.725 3.585 -2.307  O125 1.433, H126 1.087, H127 1.094, H128 1.089
125 O 3.825 3.210 -1.257  C124 1.433, H129 0.960
126 H 5.294 2.707 -2.597  C124 1.087
127 H 4.167 3.953 -3.173  C124 1.094
128 H 5.415 4.355 -1.964  C124 1.089
129 H 3.328 3.992 -1.006  O125 0.960
130 C 8.085 5.822 -1.399  O131 1.432, H132 1.088, H133 1.093, H134 1.086
131 O 7.879 4.849 -2.429  C130 1.432, H135 0.959
132 H 7.226 5.789 -0.731  C130 1.088
133 H 8.988 5.585 -0.829  C130 1.093
134 H 8.173 6.819 -1.821  C130 1.086
135 H 8.640 4.882 -3.012  O131 0.959
136 C -10.085 -1.393 -2.215  O137 1.424, H138 1.087, H139 1.094, H140 1.093
137 O -9.918 -2.661 -1.588  C136 1.424, H141 0.960
138 H -9.713 -0.634 -1.532  C136 1.087
139 H -9.516 -1.342 -3.147  C136 1.094
140 H -11.140 -1.197 -2.423  C136 1.093
141 H -10.246 -3.330 -2.193  O137 0.960
142 C -5.416 8.274 11.637  O143 1.425, H144 1.087, H145 1.093, H146 1.093
143 O -4.104 8.374 12.184  C142 1.425, H147 0.960
144 H -6.124 8.530 12.421  C142 1.087
145 H -5.536 8.972 10.804  C142 1.093
146 H -5.613 7.254 11.298  C142 1.093
147 H -3.479 8.147 11.491  O143 0.960
148 C -2.183 3.863 10.834  O149 1.421, H150 1.088, H151 1.094, H152 1.093
149 O -2.361 3.006 9.715  C148 1.421, H153 0.966
150 H -2.987 3.682 11.545  C148 1.088
151 H -1.224 3.660 11.319  C148 1.094
152 H -2.214 4.909 10.515  C148 1.093
153 H -1.639 3.190 9.102  O149 0.966
154 C 9.188 9.880 -0.554  O155 1.426, H156 1.087, H157 1.093, H158 1.092
155 O 9.002 8.932 -1.604  C154 1.426, H159 0.960
156 H 8.320 9.828 0.097  C154 1.087
157 H 10.084 9.644 0.026  C154 1.093
158 H 9.272 10.892 -0.956  C154 1.092
159 H 9.771 8.982 -2.177  O155 0.960
160 C 1.688 4.067 7.911  O161 1.421, H162 1.087, H163 1.094, H164 1.094
161 O 0.379 4.208 8.446  C160 1.421, H165 0.962
162 H 1.843 3.018 7.675  C160 1.087
163 H 1.797 4.657 6.996  C160 1.094
164 H 2.443 4.382 8.638  C160 1.094
165 H 0.236 5.137 8.652  O161 0.962
166 C 5.163 -3.842 -10.677  O167 1.429, H168 1.082, H169 1.094, H170 1.093
167 O 4.493 -2.696 -10.147  C166 1.429, H171 0.960
168 H 5.679 -4.335 -9.863  C166 1.082
169 H 4.442 -4.535 -11.119  C166 1.094
170 H 5.896 -3.543 -11.430  C166 1.093
171 H 4.039 -2.259 -10.871  O167 0.960
172 C -2.285 -3.444 -6.517  O173 1.423, H174 1.087, H175 1.093, H176 1.094
173 O -3.048 -2.413 -5.898  C172 1.423, H177 0.961
174 H -1.646 -3.880 -5.754  C172 1.087
175 H -2.938 -4.222 -6.920  C172 1.093
176 H -1.663 -3.038 -7.319  C172 1.094
177 H -3.619 -2.028 -6.568  O173 0.961



ORCA calculation (wB97M-V/def2-TZVPD) on 12 unconnected molecules or ions with the total composition H24O12 in a non-equilibrium geometry.

The energy above the lowest of the compared OMol25 structures with the same formula, charge and spin comes out at 367.30 kJ/mol. For the energy, the calculation gives -917.18546 hartree. For the LUMO energy, the calculation gives -0.01426 Ha.

Bonds (Å) are listed after each position.
CARTESIAN COORDINATES (ANGSTROEM)
1 H -1.045 0.448 -0.380  O25 0.964
2 H 0.250 -0.322 -0.178  O25 0.964
3 H -2.834 2.264 2.312  O26 0.964
4 H -1.479 1.605 2.112  O26 0.964
5 H 1.595 1.358 -1.164  O27 0.964
6 H 1.336 2.000 -2.517  O27 0.964
7 H -2.745 -3.323 -0.946  O28 0.964
8 H -3.062 -3.544 -2.416  O28 0.964
9 H -4.057 -0.883 0.509  O29 0.964
10 H -4.191 -1.768 -0.719  O29 0.964
11 H -0.601 4.346 0.027  O30 0.964
12 H -0.022 3.967 1.380  O30 0.964
13 H 2.811 -1.941 -3.494  O31 0.964
14 H 1.756 -1.220 -2.670  O31 0.964
15 H 2.840 -3.100 0.768  O32 0.964
16 H 1.526 -3.190 1.527  O32 0.964
17 H -0.731 -2.222 0.499  O33 0.964
18 H -0.116 -2.186 -0.890  O33 0.964
19 H 2.373 4.948 -1.644  O34 0.964
20 H 2.176 3.751 -0.728  O34 0.964
21 H 1.629 1.934 2.870  O35 0.964
22 H 2.890 2.030 2.026  O35 0.964
23 H -1.268 -2.378 3.081  O36 0.964
24 H -0.034 -1.548 2.766  O36 0.964
25 O -0.156 0.349 -0.738  H1 0.964, H2 0.964
26 O -2.412 1.400 2.245  H3 0.964, H4 0.964
27 O 1.110 2.078 -1.583  H5 0.964, H6 0.964
28 O -2.341 -3.306 -1.821  H7 0.964, H8 0.964
29 O -3.842 -1.763 0.179  H9 0.964, H10 0.964
30 O 0.177 4.470 0.582  H11 0.964, H12 0.964
31 O 2.064 -2.102 -2.906  H13 0.964, H14 0.964
32 O 1.890 -3.187 0.634  H15 0.964, H16 0.964
33 O -0.442 -2.796 -0.219  H17 0.964, H18 0.964
34 O 2.860 4.326 -1.091  H19 0.964, H20 0.964
35 O 1.999 2.389 2.105  H21 0.964, H22 0.964
36 O -0.782 -1.988 2.346  H23 0.964, H24 0.964



ORCA calculation (wB97M-V/def2-TZVPD) on 2 unconnected molecules or ions with the total composition C5H12FNO2S in a non-equilibrium geometry.

The energy above the lowest of the compared OMol25 structures with the same formula, charge and spin comes out at 0.00 kJ/mol. For the energy, the calculation gives -900.95848 hartree. For the LUMO energy, the calculation gives 0.01308 Ha.

Bonds (Å) are listed after each position.
CARTESIAN COORDINATES (ANGSTROEM)
1 C -0.046 -1.065 0.335  C2 1.568, C3 1.561, H8 1.133, N18 1.518
2 C 0.266 -2.475 -0.277  C1 1.568, O19 1.197, O20 1.326
3 C 1.159 -0.263 0.919  C1 1.561, C4 1.585, H9 1.041, H10 1.106
4 C 0.797 1.259 1.170  C3 1.585, H11 1.014, H12 1.064, S22 1.939
5 C 0.844 2.182 -1.586  H13 0.978, H14 0.989, H15 0.961, S22 1.821
6 H -1.266 -1.172 2.046  N18 1.044
7 H -2.029 -0.442 0.752  N18 0.983
8 H -0.167 -0.502 -0.640  C1 1.133
9 H 1.602 -0.603 1.798  C3 1.041
10 H 1.905 -0.373 0.110  C3 1.106
11 H 1.632 1.781 1.411  C4 1.014
12 H 0.139 1.246 2.005  C4 1.064
13 H 1.566 2.839 -1.524  C5 0.978
14 H 0.271 2.361 -2.372  C5 0.989
15 H 1.201 1.294 -1.677  C5 0.961
16 H -1.342 -2.957 0.495  O20 0.983
17 H -2.483 0.901 -1.784  F21 0.952
18 N -1.402 -1.155 1.011  C1 1.518, H6 1.044, H7 0.983
19 O 1.142 -2.704 -1.060  C2 1.197
20 O -0.675 -3.389 -0.083  C2 1.326, H16 0.983
21 F -2.860 1.001 -0.915  H17 0.952
22 S -0.254 2.236 -0.135  C4 1.939, C5 1.821



| no. | HOMO level (eV) |
| --- | --- |
| 1 | -8.42 |
| 2 | -7.18 |
| 3 | -9.57 |
| 4 | -8.95 |